The following is a quantum chemistry calculation of a 9-piece molecular cluster, C38H99N5O12 overall at a distorted geometry, from the OMol25 dataset.

## Properties
Multiplicity: 1
Total charge: 0
Frontier orbital gap: 8.6165 eV
Energy above the lowest of the compared OMol25 structures with the same formula, charge and spin: 115.0 kJ/mol
Structure (SMILES): COC[C@H](C)N.COC[C@H](C)N.COCCNCCOC.COCCNCCOC.COCCNCCOC.CC(C)O.CC(C)O.CC(C)O.CC(C)O
LUMO: 0.51 eV

Atoms and positions in Å:
1 C -0.08396 -2.80255 7.32706
2 C -0.22973 -4.09198 8.11354
3 C -1.35200 -4.02042 9.12905
4 O -0.35654 -5.20184 7.24676
5 H 0.66506 -2.98324 6.54899
6 H 0.25308 -1.95207 7.92104
7 H -0.96662 -2.47845 6.77259
8 H 0.74790 -4.26650 8.58187
9 H -2.29521 -3.86821 8.59707
10 H -1.18091 -3.23911 9.87164
11 H -1.44289 -4.94172 9.70139
12 H -0.74460 -5.00831 6.37766
13 C 3.53308 -2.56276 5.27338
14 C 4.25506 -1.78292 6.36649
15 C 3.26876 -1.24045 7.39310
16 O 5.17346 -2.65314 7.01929
17 H 2.86672 -1.98929 4.62421
18 H 2.84540 -3.27116 5.75175
19 H 4.16400 -3.20158 4.65068
20 H 4.88921 -1.03245 5.88123
21 H 2.88198 -1.98204 8.09021
22 H 2.50536 -0.58973 6.97338
23 H 3.85987 -0.59610 8.05582
24 H 5.93404 -2.84270 6.46634
25 C 3.68402 -5.73278 7.68189
26 C 4.71585 -6.85018 7.98044
27 C 6.15242 -6.37035 7.82107
28 O 4.51802 -7.32487 9.28823
29 H 3.85874 -5.18727 6.75557
30 H 3.74641 -4.97998 8.47163
31 H 2.70548 -6.20591 7.74964
32 H 4.54109 -7.72675 7.33760
33 H 6.32190 -5.51057 8.47888
34 H 6.30469 -6.01860 6.80076
35 H 6.89990 -7.08588 8.16210
36 H 3.57506 -7.48933 9.49404
37 C -4.22816 -2.01374 12.41738
38 C -3.04620 -2.95738 12.22590
39 C -1.73017 -2.23459 12.53572
40 O -3.21288 -3.96062 13.22840
41 H -4.27552 -1.25244 11.63103
42 H -4.22110 -1.50612 13.37849
43 H -5.14629 -2.57744 12.23759
44 H -3.05830 -3.40337 11.22943
45 H -1.65923 -1.26760 12.02825
46 H -0.84475 -2.82972 12.31164
47 H -1.73119 -1.98666 13.59843
48 H -2.69226 -4.75006 12.98575
49 C -2.04830 -10.32082 8.80476
50 O -0.67220 -10.01816 8.76772
51 C -0.50610 -8.60653 8.80531
52 C 0.94080 -8.13704 8.60112
53 N 1.70909 -8.16535 9.84124
54 C 1.96948 -9.50807 10.35620
55 C 2.77557 -9.53980 11.65113
56 O 2.19397 -8.69920 12.61178
57 C 2.88822 -8.67330 13.83996
58 H -2.50203 -9.82735 9.67144
59 H -2.23763 -11.39064 8.86552
60 H -2.58183 -9.94776 7.92271
61 H -0.85432 -8.27757 9.79115
62 H -1.12833 -8.06069 8.08759
63 H 0.89753 -7.08446 8.31166
64 H 1.45786 -8.60188 7.75860
65 H 1.35312 -7.47360 10.50122
66 H 2.39568 -10.16419 9.60171
67 H 0.98936 -9.88750 10.67652
68 H 3.82757 -9.26510 11.50505
69 H 2.71770 -10.60149 11.93499
70 H 2.59331 -7.74362 14.32864
71 H 3.97653 -8.72858 13.78528
72 H 2.51581 -9.48244 14.47827
73 C -2.22939 -6.61472 -0.24413
74 O -1.10477 -5.79092 0.00236
75 C -1.42613 -4.46772 0.41010
76 C -0.23860 -3.93669 1.17207
77 N 0.03792 -4.74570 2.35663
78 C 1.27680 -4.38061 3.06702
79 C 1.74376 -5.55945 3.88630
80 O 2.17151 -6.60781 3.04457
81 C 2.65861 -7.70036 3.76040
82 H -2.76387 -6.32460 -1.15198
83 H -2.89577 -6.58304 0.62252
84 H -1.84657 -7.62494 -0.36983
85 H -2.26901 -4.56925 1.10968
86 H -1.74946 -3.86007 -0.43935
87 H -0.50024 -2.90991 1.45744
88 H 0.63819 -3.84819 0.51684
89 H 0.23833 -5.64909 1.92464
90 H 1.03215 -3.60533 3.79834
91 H 2.02693 -4.07137 2.33270
92 H 0.97895 -5.91281 4.58706
93 H 2.59244 -5.21167 4.48995
94 H 3.12695 -8.42044 3.08802
95 H 1.92490 -8.21752 4.38763
96 H 3.49462 -7.42281 4.42159
97 C 2.06635 -5.17920 11.42694
98 O 0.97964 -6.06125 11.60813
99 C 0.36349 -5.86733 12.86298
100 C -0.94146 -6.63893 12.95222
101 N -1.91787 -6.20944 11.96401
102 C -3.11676 -7.06446 11.91966
103 C -3.99310 -6.61780 10.74711
104 O -3.25936 -6.85538 9.58278
105 C -3.97551 -6.55766 8.40371
106 H 2.86529 -5.39660 12.14228
107 H 1.75379 -4.13262 11.51950
108 H 2.45720 -5.30386 10.41796
109 H 0.19239 -4.79527 13.00962
110 H 0.97678 -6.23654 13.69279
111 H -1.37068 -6.54358 13.95267
112 H -0.64173 -7.69365 12.84881
113 H -1.51690 -6.27252 11.03347
114 H -3.64084 -6.98291 12.87298
115 H -2.89265 -8.12766 11.76039
116 H -4.16611 -5.55338 10.94609
117 H -4.93246 -7.16417 10.87130
118 H -3.39060 -6.56262 7.48301
119 H -4.14390 -5.46093 8.44574
120 H -4.93874 -7.06783 8.35891
121 C -3.02045 -5.90134 4.10058
122 C -3.04107 -4.37994 4.30870
123 C -3.97646 -4.01921 5.44181
124 O -5.29951 -4.44612 5.09385
125 C -6.15796 -4.33898 6.20419
126 N -1.68194 -3.94177 4.60164
127 H -2.59935 -6.44588 4.94954
128 H -2.37287 -6.16536 3.26154
129 H -4.03343 -6.24177 3.88750
130 H -3.43786 -3.99578 3.36129
131 H -4.04955 -2.93869 5.61967
132 H -3.68864 -4.44381 6.41053
133 H -5.98579 -3.47322 6.85711
134 H -6.05844 -5.19178 6.88155
135 H -7.17892 -4.20060 5.85438
136 H -1.63771 -2.94118 4.78020
137 H -1.08010 -4.08864 3.78153
138 C -1.03243 0.74090 8.96848
139 C -1.72881 1.17258 7.66983
140 C -3.16715 0.68495 7.66140
141 O -3.18576 -0.69896 7.94286
142 C -4.47552 -1.22979 8.15209
143 N -1.73285 2.65541 7.62134
144 H -1.06462 -0.34804 9.06048
145 H -1.52359 1.19830 9.82676
146 H 0.02864 0.99457 8.94591
147 H -1.19931 0.84144 6.77619
148 H -3.68432 0.90486 6.72105
149 H -3.73033 1.21619 8.44139
150 H -5.01855 -0.71688 8.94919
151 H -4.30461 -2.27417 8.41271
152 H -5.06294 -1.22545 7.22805
153 H -1.71310 3.00442 8.57881
154 H -0.81304 2.99215 7.34146

Forces on the atoms, in the same order (eV/Å):
0.4 0.3 -0.8
0.3 0.5 -0.3
0.1 -0.4 0.1
-0.2 -0.9 -0.2
0.2 0.1 0.1
0.0 -0.1 0.2
-0.3 -0.2 0.4
-0.2 0.1 0.4
0.0 0.2 0.1
-0.1 0.2 -0.2
0.1 -0.1 -0.2
-0.2 0.6 0.2
-1.0 -0.8 0.1
0.1 -0.7 -1.1
1.5 1.0 0.7
-0.2 -0.2 1.0
0.3 0.4 0.0
0.1 0.0 0.2
0.3 0.4 0.0
-0.5 0.6 0.2
-0.3 -0.4 -0.6
-0.2 -0.3 -0.2
-0.1 0.1 0.0
-0.1 0.1 -0.2
0.6 -0.5 0.5
-0.4 0.1 -0.2
-0.3 0.6 0.7
0.5 0.1 1.0
-0.2 -0.3 -0.2
0.1 0.0 0.1
-0.2 0.3 -0.4
0.0 0.3 -0.5
-0.2 0.1 -0.1
0.2 -0.3 -0.1
-0.1 -0.3 -0.4
-0.1 -0.1 -0.3
-0.3 -0.1 -1.3
0.3 0.4 1.3
-0.2 0.5 -0.2
-0.2 -0.4 0.0
0.4 0.1 0.1
0.0 -0.2 0.1
-0.1 -0.1 0.6
0.0 0.0 -0.1
0.1 -0.2 -0.3
0.0 -0.1 0.0
0.0 -0.2 0.1
0.0 0.3 -0.4
-0.3 0.3 0.2
-0.1 0.1 -0.6
0.4 0.2 -0.1
-0.4 0.5 0.9
1.7 0.0 -1.1
-1.5 1.1 1.4
0.4 -0.5 -0.9
0.2 0.2 -0.1
-0.9 0.0 0.5
-0.1 -0.1 0.1
0.4 -0.1 0.1
0.1 0.1 -0.1
0.1 0.3 0.1
-0.2 -0.4 -0.3
-0.4 0.0 0.0
-0.1 -0.5 0.2
0.0 -0.8 0.1
0.1 0.1 -0.1
0.1 -0.7 -0.3
0.0 0.0 -0.1
0.3 0.1 0.4
0.2 0.0 0.0
0.0 0.0 -0.4
0.2 -0.1 0.0
0.4 0.1 0.2
0.1 0.0 -0.3
-0.3 -1.2 0.5
0.0 1.2 0.0
0.4 -0.5 -1.0
-1.0 -0.5 -0.2
0.7 0.2 0.2
-0.3 0.1 -0.4
1.1 -0.6 0.5
-0.1 0.1 0.0
-0.2 -0.1 -0.1
-0.1 0.0 0.0
-0.1 0.4 0.0
0.2 0.2 0.0
0.1 0.0 0.2
0.0 -0.1 -0.1
-0.2 -0.2 0.5
0.3 0.4 -0.2
0.3 0.2 0.3
-0.2 0.1 -0.1
0.0 -0.1 0.1
-0.4 0.1 -0.3
-0.3 0.2 -0.2
-0.2 0.3 0.1
0.2 0.1 -0.2
-0.4 0.3 0.1
-0.6 0.2 0.4
0.6 -0.5 -0.4
-0.3 -0.6 0.0
0.3 0.1 -0.4
0.5 0.2 1.9
0.0 -0.8 -0.6
-0.1 2.3 0.4
0.0 0.1 0.0
-0.1 0.0 0.2
0.0 -0.2 0.0
0.0 0.0 0.1
0.3 0.1 -0.1
0.1 0.2 0.0
-0.3 -0.1 -0.1
0.3 0.1 0.1
-0.2 0.1 -0.1
0.3 0.0 0.1
-0.3 0.2 -0.6
-0.2 -0.1 -0.7
0.3 -1.1 0.3
-0.7 -0.2 0.1
0.1 -0.2 -0.2
0.1 0.0 -0.1
0.3 -1.1 -0.1
-0.9 0.4 -0.1
0.4 0.2 0.4
-0.3 0.2 0.4
0.3 0.5 0.1
-0.2 0.2 0.2
-0.1 0.2 -0.1
0.1 -0.2 0.1
-0.1 0.5 0.1
0.4 0.2 -0.2
0.3 -0.3 -0.2
0.4 0.2 -0.3
-0.2 -0.3 -0.2
-0.1 -0.4 -0.1
-0.2 0.0 0.1
-0.3 -0.4 0.2
0.3 -1.0 -0.8
0.3 1.0 0.9
-0.3 0.0 0.2
0.0 0.0 -0.1
0.5 -0.3 -0.3
0.4 0.3 0.1
-0.2 0.1 0.2
0.0 0.0 0.1
-0.1 0.3 0.1
0.0 -0.3 0.1
0.2 0.0 -0.2
0.1 0.1 0.1
0.0 0.1 0.0
-0.2 0.0 0.2
-0.1 0.2 0.0
-0.6 -0.1 0.0
-0.1 -0.3 -0.6